No. 1
The following is a quantum chemistry calculation of C21H27F3N3O6S3V as an isolated structure, from the OMol25 dataset.

The geometry in XYZ format:
```
64
C21H27F3N3O6S3V, DFT ωB97M-V/def2-TZVPD
V 0.101 -0.104 0.103
F -0.415 -0.521 -5.060
C 0.469 -1.519 -4.850
F 0.271 -2.422 -5.829
F 1.695 -1.005 -5.034
C 0.300 -2.135 -3.491
C -0.007 -3.476 -3.353
C -0.194 -4.024 -2.089
C -0.096 -3.188 -0.998
N 0.226 -1.902 -1.127
C 0.442 -1.356 -2.336
S 0.865 0.321 -2.192
H -0.106 -4.092 -4.236
H -0.444 -5.066 -1.961
H -0.286 -3.532 0.012
N -0.492 3.839 0.815
N -0.072 3.393 2.082
C 0.181 2.060 2.350
O 0.287 1.651 3.488
O 0.315 1.339 1.260
H 0.336 3.967 0.242
H -1.026 3.089 0.380
H -0.426 3.926 2.858
C -3.380 -1.027 2.336
O -2.090 -0.609 1.875
C -1.707 -1.017 0.652
O -2.436 -1.712 -0.034
H -3.596 -0.409 3.202
H -3.353 -2.079 2.616
H -4.129 -0.886 1.557
O -1.482 1.113 -0.555
S -2.114 0.752 -1.911
C -1.863 2.236 -2.943
C -3.212 2.931 -3.112
C -4.001 2.640 -1.838
C -3.853 1.139 -1.633
H -1.370 1.937 -3.865
H -1.167 2.832 -2.353
H -3.743 2.521 -3.975
H -3.078 3.998 -3.286
H -5.049 2.930 -1.920
H -3.568 3.175 -0.991
H -4.421 0.569 -2.372
H -4.091 0.770 -0.637
C 5.111 2.557 4.681
C 4.291 1.561 3.908
C 3.643 0.516 4.551
C 2.878 -0.399 3.840
C 2.783 -0.261 2.472
C 3.407 0.782 1.799
C 4.163 1.683 2.522
S 1.741 -1.380 1.575
C 2.990 -2.216 0.609
O 1.139 -2.359 2.501
H 4.932 2.468 5.751
H 4.871 3.576 4.378
H 6.178 2.402 4.504
H 3.713 0.427 5.628
H 2.335 -1.193 4.334
H 3.282 0.907 0.729
H 4.648 2.507 2.013
H 3.720 -2.638 1.297
H 3.453 -1.502 -0.071
H 2.479 -2.995 0.046
```

gap between HOMO and LUMO (spin up / spin down) = 8.611 / 8.478 eV
2S+1 = 3
net charge = 0
ΔE to the lowest compared entry with this formula, charge and spin = 0.391 eV
HOMO level (spin up / spin down) = -8.358 / -8.390 eV
energy = -3870.3479 a.u.

***

No. 2
The following is a quantum chemistry calculation of C23H44LaNOP3 as an isolated structure at a distorted geometry, from the OMol25 dataset.

The geometry in XYZ format:
```
73
C23H44LaNOP3, DFT ωB97M-V/def2-TZVPD
La -1.289 0.791 -1.196
P -1.852 -1.864 0.434
P 1.159 -1.157 1.761
P 1.052 -1.920 -1.447
H -1.499 3.925 -1.900
C -1.812 3.185 -2.654
C -2.803 2.240 -2.463
H -3.603 2.427 -1.719
C -3.396 -1.385 1.368
C -1.345 -3.205 1.542
C -2.614 -2.944 -0.900
C 2.451 0.096 2.139
C 0.033 -0.810 3.196
C 2.071 -2.688 2.340
C 1.091 -2.092 -3.267
C 1.485 -3.690 -0.951
C 2.726 -1.134 -1.056
H -1.374 3.391 -3.648
H -2.989 1.567 -3.313
H -4.069 -0.788 0.728
H -3.103 -0.814 2.264
H -3.911 -2.301 1.699
H -1.164 -2.861 2.555
H -0.472 -3.721 1.156
H -2.147 -3.934 1.605
H -3.318 -2.369 -1.532
H -3.141 -3.785 -0.409
H -1.795 -3.360 -1.511
H 3.091 -0.251 2.957
H 1.964 1.033 2.423
H 3.066 0.299 1.261
H 0.394 -1.332 4.096
H -1.008 -1.104 2.988
H 0.007 0.272 3.378
H 3.146 -2.460 2.401
H 1.949 -3.531 1.646
H 1.702 -3.023 3.320
H 1.591 -3.020 -3.564
H 1.595 -1.228 -3.711
H 0.061 -2.111 -3.655
H 1.699 -4.291 -1.852
H 0.646 -4.168 -0.414
H 2.377 -3.692 -0.297
H 3.394 -1.215 -1.928
H 3.186 -1.589 -0.159
H 2.582 -0.053 -0.839
C 0.697 1.937 -2.560
C 1.963 2.476 -2.811
C 2.303 2.665 -4.136
C 1.440 2.202 -5.171
C 0.404 1.322 -4.874
C 0.082 1.088 -3.535
O 0.076 2.590 -1.551
H 0.998 0.702 -0.539
H 2.413 2.893 -1.911
H 3.277 3.118 -4.362
H 1.594 2.489 -6.229
H -0.226 0.800 -5.628
H -0.801 0.360 -3.418
N -1.447 2.349 0.942
C -1.003 2.462 2.287
C 0.321 2.849 2.517
C 0.793 2.951 3.831
C -0.067 2.664 4.902
C -1.400 2.307 4.677
C -1.868 2.198 3.364
H -1.013 2.990 0.255
H -2.461 2.298 0.842
H 1.003 3.017 1.676
H 1.830 3.251 4.022
H 0.294 2.719 5.922
H -2.130 2.116 5.471
H -2.880 1.852 3.146
```

gap between HOMO and LUMO (spin up / spin down) = 5.242 / 4.398 eV
net charge = +3
ΔE to the lowest compared entry with this formula, charge and spin = 7.540 eV
HOMO level (spin up / spin down) = -16.622 / -16.670 eV
energy = -2087.2279 a.u.

***

No. 3
The following is a quantum chemistry calculation of C50H59CdN5O8S as an isolated structure at a distorted geometry, from the OMol25 dataset.

The geometry in XYZ format:
```
124
C50H59CdN5O8S, DFT ωB97M-V/def2-TZVPD
Cd -0.072 0.640 0.178
C -2.478 -2.132 0.817
C -2.866 -1.456 2.097
C -3.394 -2.207 3.141
C -3.774 -1.612 4.336
C -3.602 -0.245 4.479
C -3.076 0.541 3.456
C -2.844 2.006 3.706
C -2.716 -0.061 2.229
N -2.134 0.692 1.204
C -2.748 1.797 0.745
O -3.937 2.108 0.874
C -1.807 2.780 -0.026
C -2.355 4.161 -0.035
C -1.543 5.224 0.140
C -0.149 5.062 0.404
C 0.294 3.772 0.603
N -0.475 2.698 0.494
C 1.663 3.574 1.198
O 2.611 4.434 0.778
N 1.800 2.713 2.108
C 2.853 2.372 2.959
C 2.413 1.940 4.237
C 0.942 1.956 4.560
C 3.332 1.495 5.176
C 4.686 1.446 4.878
C 5.113 1.864 3.628
C 4.228 2.338 2.656
C 4.794 2.743 1.319
H -2.581 -3.216 0.898
H -1.444 -1.905 0.559
H -3.095 -1.784 -0.015
H -3.505 -3.279 3.008
H -4.174 -2.209 5.149
H -3.865 0.237 5.417
H -2.862 2.215 4.779
H -3.600 2.612 3.205
H -1.877 2.320 3.301
H -3.425 4.258 -0.164
H -1.964 6.226 0.128
H 0.493 5.911 0.587
H 0.553 2.977 4.567
H 0.756 1.501 5.536
H 0.378 1.416 3.798
H 2.973 1.155 6.143
H 5.400 1.076 5.605
H 6.169 1.821 3.380
H 5.871 2.561 1.305
H 4.612 3.796 1.116
H 4.348 2.182 0.493
O 0.893 -0.649 1.803
S 2.275 -1.248 1.964
C 2.428 -2.601 0.737
C 3.406 -2.152 -0.348
C 4.362 -1.156 0.306
C 3.476 -0.212 1.096
H 1.420 -2.777 0.356
H 2.774 -3.480 1.285
H 2.842 -1.667 -1.142
H 3.930 -3.006 -0.782
H 4.940 -0.590 -0.424
H 5.060 -1.672 0.977
H 2.908 0.460 0.446
H 4.010 0.378 1.838
C -1.475 -9.163 -0.184
C -2.204 -7.858 -0.406
C -3.415 -7.632 0.241
C -4.092 -6.436 0.050
C -3.567 -5.455 -0.773
C -2.348 -5.661 -1.427
N -1.745 -4.694 -2.241
C -2.340 -3.448 -2.530
C -3.605 -3.402 -3.114
C -4.202 -2.189 -3.417
C -3.538 -1.000 -3.146
C -2.271 -1.041 -2.587
C -1.648 -2.248 -2.289
C -0.240 -2.217 -1.714
O 0.413 -3.287 -1.721
O 0.191 -1.112 -1.286
C -1.672 -6.885 -1.254
C -0.363 -7.103 -1.972
H -1.952 -9.733 0.614
H -0.431 -8.998 0.092
H -1.480 -9.781 -1.087
H -3.816 -8.388 0.909
H -5.022 -6.250 0.575
H -4.079 -4.509 -0.881
H -0.749 -4.531 -2.067
H -4.117 -4.336 -3.317
H -5.188 -2.174 -3.868
H -4.013 -0.050 -3.358
H -1.750 -0.129 -2.328
H -0.362 -6.569 -2.922
H -0.181 -8.162 -2.164
H 0.482 -6.718 -1.389
O 4.076 1.465 -1.615
C 2.949 1.978 -1.770
O 1.842 1.603 -1.288
C 2.859 3.189 -2.707
N 1.963 4.233 -2.204
C 2.140 5.356 -3.115
C 3.667 5.389 -3.332
C 4.150 3.967 -2.940
H 2.485 2.797 -3.668
H 2.442 4.583 -0.183
H 1.004 3.911 -2.123
H 1.745 6.276 -2.679
H 1.628 5.194 -4.074
H 4.130 6.147 -2.697
H 3.908 5.634 -4.367
H 4.718 3.977 -2.011
H 4.772 3.502 -3.703
C -2.851 3.377 -3.183
C -1.538 3.029 -2.498
C -0.564 2.358 -3.458
O -1.793 2.163 -1.396
H -2.686 4.068 -4.018
H -3.540 3.834 -2.471
H -3.313 2.463 -3.565
H -1.094 3.955 -2.128
H -1.070 1.595 -4.058
H 0.240 1.880 -2.895
H -0.132 3.096 -4.144
```

gap between HOMO and LUMO = 6.020 eV
net charge = -2
ΔE to the lowest compared entry with this formula, charge and spin = 0.374 eV
HOMO level = -2.046 eV
energy = -3382.5275 a.u.

***

No. 4
The following is a quantum chemistry calculation of C51H59N5O33PY as an isolated structure at a distorted geometry, from the OMol25 dataset.

The geometry in XYZ format:
```
150
C51H59N5O33PY, DFT ωB97M-V/def2-TZVPD
Y 1.358 -0.075 -1.151
P -0.856 -0.226 0.195
O -0.151 1.147 -0.014
O -2.212 -0.433 0.844
O 0.391 -1.025 0.670
O -0.864 -0.595 -1.316
C -0.280 1.240 -3.960
O 0.632 0.792 -3.269
N -0.090 2.113 -4.950
C -1.205 2.777 -5.610
C 1.243 2.567 -5.332
H -1.349 1.048 -3.803
H -1.907 2.098 -6.104
H -0.899 3.506 -6.352
H -1.849 3.230 -4.851
H 1.966 2.246 -4.583
H 1.597 2.133 -6.267
H 1.216 3.655 -5.324
C 1.576 3.472 -1.436
O 1.999 2.354 -1.160
N 2.289 4.596 -1.370
C 1.861 5.803 -2.070
C 3.589 4.711 -0.736
H 0.534 3.660 -1.729
H 2.103 6.700 -1.510
H 0.846 5.729 -2.461
H 2.390 5.862 -3.033
H 3.680 4.131 0.185
H 4.387 4.304 -1.365
H 3.777 5.754 -0.501
C 0.924 -2.789 -3.196
O 1.215 -1.696 -2.719
N 1.682 -3.399 -4.117
C 1.349 -4.754 -4.559
C 2.820 -2.771 -4.728
H -0.025 -3.321 -3.084
H 2.192 -5.386 -4.268
H 1.383 -4.768 -5.650
H 0.392 -5.092 -4.179
H 3.752 -2.932 -4.173
H 2.967 -3.036 -5.772
H 2.753 -1.682 -4.668
C 2.701 -2.701 0.306
O 2.946 -1.908 -0.620
N 3.664 -3.392 0.907
C 3.306 -4.492 1.800
C 5.073 -3.219 0.650
H 1.685 -2.897 0.652
H 3.469 -4.198 2.839
H 4.011 -5.300 1.591
H 2.309 -4.901 1.666
H 5.388 -4.123 0.113
H 5.380 -2.430 -0.032
H 5.672 -3.137 1.556
C 3.496 0.646 1.842
O 2.820 0.454 0.840
N 4.792 0.963 1.849
C 5.574 1.069 3.077
C 5.524 1.295 0.650
H 3.006 0.629 2.824
H 6.454 0.434 3.107
H 4.916 0.792 3.904
H 5.764 2.126 3.271
H 4.917 1.709 -0.154
H 6.198 2.142 0.834
H 6.202 0.518 0.291
C -2.555 -6.223 0.406
C -1.262 -6.287 0.097
C -0.505 -5.090 -0.339
O 0.698 -5.125 -0.563
C -1.283 -3.854 -0.476
C -2.599 -3.799 -0.169
C -3.386 -5.029 0.258
O -4.582 -5.052 0.396
O -3.320 -2.694 -0.041
O -0.532 -7.388 0.368
H -3.040 -7.133 0.740
H -0.692 -2.976 -0.739
H -2.802 -1.902 0.255
H 0.282 -7.367 -0.154
C 2.104 5.540 2.721
C 1.380 6.229 1.833
C 0.286 5.568 1.039
O -0.327 6.149 0.164
C 0.034 4.177 1.346
C 0.821 3.472 2.183
C 1.963 4.093 2.975
O 2.646 3.481 3.751
O 0.768 2.149 2.289
O 1.500 7.553 1.640
H 2.844 6.119 3.263
H -0.675 3.626 0.740
H 0.519 1.761 1.394
H 0.627 7.954 1.536
C -2.506 2.195 3.483
C -1.899 1.119 3.990
C -0.867 1.208 5.071
O -0.334 0.220 5.519
C -0.466 2.569 5.458
C -1.077 3.633 4.927
C -2.155 3.571 3.867
O -2.753 4.563 3.513
O -0.758 4.907 5.214
O -2.190 -0.129 3.614
H -3.203 2.083 2.663
H 0.391 2.709 6.102
H -1.281 5.512 4.665
H -2.166 -0.305 2.651
C -3.615 2.227 -1.021
C -4.337 2.068 0.107
C -5.131 3.222 0.663
O -5.777 3.231 1.681
C -5.113 4.457 -0.162
C -4.452 4.562 -1.312
C -3.520 3.491 -1.747
O -2.764 3.582 -2.707
O -4.542 5.674 -2.081
O -4.458 0.932 0.798
H -2.972 1.431 -1.367
H -5.691 5.297 0.198
H -3.633 5.861 -2.359
H -3.590 0.407 0.783
C -0.353 -2.927 3.193
C 0.799 -2.368 3.627
C 1.615 -2.981 4.723
O 2.657 -2.482 5.091
C 1.006 -4.140 5.372
C -0.147 -4.647 4.931
C -0.882 -4.186 3.701
O -1.848 -4.748 3.232
O -0.747 -5.637 5.624
O 1.245 -1.218 3.134
H -0.930 -2.308 2.521
H 1.397 -4.529 6.302
H -1.520 -5.937 5.120
H 0.742 -1.003 2.305
C -4.149 -4.160 -3.765
C -5.368 -4.039 -3.242
C -5.831 -2.860 -2.423
O -6.936 -2.852 -1.934
C -4.905 -1.729 -2.426
C -3.685 -1.797 -2.972
C -3.191 -3.040 -3.681
O -2.067 -3.229 -4.109
O -2.827 -0.763 -2.976
O -6.275 -5.028 -3.279
H -3.856 -4.954 -4.437
H -5.277 -0.805 -2.001
H -2.115 -0.878 -2.271
H -7.047 -4.730 -2.766
```

gap between HOMO and LUMO = 7.365 eV
net charge = 0
ΔE to the lowest compared entry with this formula, charge and spin = 0.000 eV
HOMO level = -8.719 eV
energy = -5115.5161 a.u.

***

No. 5
The following is a quantum chemistry calculation of a 2-piece molecular cluster, C5H8O overall, from the OMol25 dataset.

The geometry in XYZ format:
```
14
C5H8O, DFT ωB97M-V/def2-TZVPD
C 0.007 -1.946 0.424
C 1.032 -1.090 0.490
C 1.226 0.147 -0.271
C 0.398 0.934 -0.989
C -1.059 0.854 -1.179
O -1.831 0.055 -0.686
H -0.857 -1.759 -0.199
H 0.024 -2.861 1.010
H 1.870 -1.346 1.138
H 2.262 0.485 -0.254
H 0.851 1.788 -1.492
H -1.455 1.641 -1.851
H -1.319 1.282 1.684
H -1.150 1.816 2.175
```

gap between HOMO and LUMO = 8.954 eV
net charge = 0
ΔE to the lowest compared entry with this formula, charge and spin = 2.709 eV
structure (SMILES) = C=C/C=C\C=O.[H][H]
HOMO level = -9.350 eV
energy = -270.4583 a.u.

***

- Which value of energy does entry 4 give?
  -5115.5161 a.u.